1.
Molecular formula: C3H6InO
Method: DFT, the ωB97M-V functional and the def2-TZVPD basis

Charge: +3
Multiplicity: 1
Energy above the lowest of the compared OMol25 structures with the same formula, charge and spin (kcal/mol): 41.9
Frontier orbital gap (eV): 4.122
HOMO level (eV): -25.25
Strongest force on any atom (eV Å⁻¹): 6.1

CARTESIAN COORDINATES (ANGSTROEM)
H 0.018 -2.092 -0.428
C -0.254 -0.040 0.044
H -0.506 1.959 0.868
H 0.720 1.180 1.761
O -1.419 -0.078 -0.336
H 1.393 -1.109 -0.907
H 1.119 1.733 0.226
In -3.213 0.003 -2.690
C 0.666 -1.274 -0.113
H 1.172 -1.521 0.821
C 0.304 1.239 0.755

Atomic forces in eV per Å
H -0.5 0.1 0.1
C -5.8 -0.3 -1.7
H -0.8 -0.4 -0.4
H 0.1 -1.4 0.4
O 5.0 1.1 1.9
H 0.3 0.8 -0.2
H 0.5 -0.8 -1.3
In -0.7 -0.2 -0.7
C 1.5 -2.2 -0.4
H 0.0 0.5 0.5
C 0.4 2.8 1.7

---

2.
Molecular formula: C3H6N
Method: DFT, the ωB97M-V functional and the def2-TZVPD basis

Charge: +1
Multiplicity: 1
Energy above the lowest of the compared OMol25 structures with the same formula, charge and spin (kcal/mol): 56.2
Frontier orbital gap (eV): 12.955
Structure (SMILES): C1[C@@H]2[NH2+][C@H]12
HOMO level (eV): -16.56
Strongest force on any atom (eV Å⁻¹): 4.3

CARTESIAN COORDINATES (ANGSTROEM)
H -1.981 0.159 0.003
C 1.143 -0.021 0.310
H -1.225 -0.144 1.320
C 0.055 0.703 -0.369
H 1.995 -0.130 -0.195
H 1.085 0.012 1.328
C 0.004 -0.740 -0.477
N -1.058 -0.030 0.272
H -0.300 1.470 -1.263
H -0.020 -1.272 -1.376

Atomic forces in eV per Å
H -1.5 0.1 -2.0
C -3.9 -0.3 -1.7
H 1.5 0.0 -1.2
C -1.8 2.8 -2.9
H 3.6 0.0 -1.5
H 0.3 -0.3 2.6
C 0.6 1.4 2.0
N 0.1 -0.6 2.6
H 1.6 -1.8 2.8
H -0.5 -1.2 -0.7

---

3.
Molecular formula: C3H6N2
Method: DFT, the ωB97M-V functional and the def2-TZVPD basis

Charge: 0
Multiplicity: 1
Energy above the lowest of the compared OMol25 structures with the same formula, charge and spin (kcal/mol): 26.1
Frontier orbital gap (eV): 10.646
Structure (SMILES): CNCC#N
HOMO level (eV): -9.75
Strongest force on any atom (eV Å⁻¹): 1.3

CARTESIAN COORDINATES (ANGSTROEM)
N -1.651 -1.315 -0.745
H 0.397 -1.399 -0.470
C -1.546 -0.235 -0.336
C -0.764 0.937 0.143
H -1.274 1.518 0.915
H 1.444 -0.117 -1.146
H 0.406 0.127 1.592
H 1.970 -1.005 0.325
C 1.113 -0.574 -0.201
H -0.608 1.602 -0.715
N 0.513 0.461 0.639

Atomic forces in eV per Å
N -0.8 1.0 0.3
H 0.9 0.6 0.4
C 0.1 -0.9 -0.3
C 0.0 0.2 0.0
H 0.0 -0.2 -0.2
H 0.1 -0.1 0.3
H 0.0 0.0 -0.2
H -0.1 0.2 -0.2
C 0.0 -0.4 -0.2
H 0.0 -0.1 0.1
N 0.0 -0.2 0.1

---

4.
Molecular formula: C3H6N2
Method: DFT, the ωB97M-V functional and the def2-TZVPD basis

Charge: 0
Multiplicity: 1
Energy above the lowest of the compared OMol25 structures with the same formula, charge and spin (kcal/mol): 31.2
Frontier orbital gap (eV): 9.929
Structure (SMILES): [H]/N=C(\N)C=C
HOMO level (eV): -9.02
Strongest force on any atom (eV Å⁻¹): 3.9

CARTESIAN COORDINATES (ANGSTROEM)
H 1.875 1.159 0.243
N -0.371 1.483 -0.067
H 0.672 -1.617 -0.468
C 1.975 0.034 0.037
H -2.621 -0.119 0.118
H -1.730 -1.506 0.483
H 2.951 -0.469 -0.006
N -1.686 -0.544 -0.058
C -0.521 0.188 -0.020
H -1.319 1.942 -0.152
C 0.775 -0.551 -0.109

Atomic forces in eV per Å
H 0.7 -1.8 -0.2
N -2.4 -0.9 -0.3
H 0.3 1.1 0.8
C -1.3 1.5 0.5
H 1.5 0.2 -0.4
H 0.8 2.6 -1.7
H -0.7 0.2 -0.2
N -1.8 -2.9 1.9
C 1.3 2.3 -0.2
H 1.2 -0.5 0.4
C 0.5 -1.9 -0.6

---

5.
Molecular formula: C3H6N2
Method: DFT, the ωB97M-V functional and the def2-TZVPD basis

Charge: 0
Multiplicity: 1
Energy above the lowest of the compared OMol25 structures with the same formula, charge and spin (kcal/mol): 96.4
Frontier orbital gap (eV): 9.265
Structure (SMILES): [H]/N=C(\N)C=C
HOMO level (eV): -8.41
Strongest force on any atom (eV Å⁻¹): 7.4

CARTESIAN COORDINATES (ANGSTROEM)
C -1.258 -1.123 -0.817
H 0.267 -0.236 -1.887
N 0.066 -0.376 1.482
C -0.098 -0.385 -0.805
H -2.122 -1.416 0.132
C 0.232 0.358 0.391
H -1.364 -1.758 -1.833
N 1.023 1.418 0.208
H 0.453 -0.427 2.588
H 1.739 1.681 1.038
H 1.062 2.266 -0.496

Atomic forces in eV per Å
C -0.8 -2.3 -0.4
H 0.2 0.1 2.2
N 0.8 0.1 1.5
C -4.5 -1.0 -2.5
H 3.3 1.3 -3.0
C 1.4 -2.8 3.4
H -0.3 1.5 2.5
N 4.5 5.6 1.7
H -1.1 1.7 -4.4
H -2.7 -1.0 -2.4
H -0.9 -3.1 1.5

---

6.
Molecular formula: C3H6N2
Method: DFT, the ωB97M-V functional and the def2-TZVPD basis

Charge: 0
Multiplicity: 1
Energy above the lowest of the compared OMol25 structures with the same formula, charge and spin (kcal/mol): 56.3
Frontier orbital gap (eV): 10.407
Structure (SMILES): C[C@@H](N)C#N
HOMO level (eV): -9.60
Strongest force on any atom (eV Å⁻¹): 4.1

CARTESIAN COORDINATES (ANGSTROEM)
N -0.994 2.537 -0.148
H 1.793 0.613 0.527
H -1.263 -0.327 1.324
C -0.595 1.461 -0.303
H -0.309 -0.264 -1.459
C 1.308 -0.231 0.003
H -1.524 -1.484 0.130
H 1.970 -0.480 -0.854
H 0.627 -1.097 0.700
C -0.126 0.078 -0.437
N -0.887 -0.806 0.517

Atomic forces in eV per Å
N 0.4 -1.0 -0.2
H -0.4 -0.6 0.1
H -0.2 0.1 -0.2
C -0.4 1.0 0.0
H -0.1 0.1 0.1
C -0.5 -0.7 0.6
H -0.3 0.3 -0.2
H -0.5 -0.3 0.7
H 3.8 1.1 -1.0
C -0.9 -0.4 0.2
N -1.0 0.3 -0.3

---

7.
Molecular formula: C3H6N2O
Method: DFT, the ωB97M-V functional and the def2-TZVPD basis

Charge: 0
Multiplicity: 1
Energy above the lowest of the compared OMol25 structures with the same formula, charge and spin (kcal/mol): 105.9
Frontier orbital gap (eV): 9.092
HOMO level (eV): -8.08
Strongest force on any atom (eV Å⁻¹): 1.3

CARTESIAN COORDINATES (ANGSTROEM)
O -2.135 0.047 -1.128
C -0.056 -0.101 -0.195
H 1.770 -1.311 0.006
N -0.749 -0.129 -1.417
C 1.403 -0.286 0.104
H -2.574 -0.667 -1.609
H 2.106 0.405 -0.379
H 1.506 0.908 1.834
H -0.444 0.803 -1.705
N 1.053 0.050 1.525
H -1.184 0.531 1.624
C -0.301 0.266 1.058

Atomic forces in eV per Å
O -0.3 0.0 -0.1
C 0.1 0.1 0.4
H 0.0 0.1 0.0
N 0.3 0.4 0.2
C 0.2 -0.1 -0.1
H 0.2 0.1 0.1
H -0.2 -0.1 0.2
H -0.1 -0.1 0.0
H -0.5 -0.1 -1.2
N 0.2 0.0 0.3
H 0.2 0.0 0.1
C -0.2 -0.2 0.1

---

8.
Molecular formula: C3H6N2O
Method: DFT, the ωB97M-V functional and the def2-TZVPD basis

Charge: 0
Multiplicity: 1
Energy above the lowest of the compared OMol25 structures with the same formula, charge and spin (kcal/mol): 119.4
Frontier orbital gap (spin up / spin down) (eV): 7.826 / 7.825
HOMO level (spin up / spin down) (eV): -7.16 / -7.16
Strongest force on any atom (eV Å⁻¹): 0.7

CARTESIAN COORDINATES (ANGSTROEM)
N -0.388 -1.750 1.074
O -1.478 -0.896 0.429
C 1.664 0.486 0.063
C 0.634 -0.272 -0.327
H 1.559 1.214 0.862
H 0.753 -1.094 -1.029
H 2.664 0.246 -0.271
C -0.775 0.036 -0.066
N -1.264 1.240 -0.362
H -2.214 1.515 -0.161
H -0.619 1.903 -0.766
H -0.537 -2.627 0.555

Atomic forces in eV per Å
N -0.3 -0.6 0.1
O 0.2 0.4 -0.2
C 0.0 -0.1 0.0
C 0.3 0.4 -0.2
H 0.0 0.1 -0.2
H 0.1 0.1 0.1
H 0.0 0.1 0.1
C 0.1 0.1 0.0
N 0.0 -0.1 0.1
H 0.1 -0.2 0.0
H -0.2 -0.1 0.0
H -0.2 0.0 0.2

---

9.
Molecular formula: C3H6N2O
Method: DFT, the ωB97M-V functional and the def2-TZVPD basis

Charge: 0
Multiplicity: 1
Energy above the lowest of the compared OMol25 structures with the same formula, charge and spin (kcal/mol): 72.1
Frontier orbital gap (eV): 10.372
HOMO level (eV): -9.95
Strongest force on any atom (eV Å⁻¹): 2.8

CARTESIAN COORDINATES (ANGSTROEM)
C 1.491 -0.269 0.931
H 1.702 -1.384 0.930
O -2.864 0.664 -1.294
N -0.400 0.611 0.478
H 1.381 -0.854 -1.981
H 2.397 0.188 1.154
C 0.218 0.341 1.572
H -2.738 0.069 -0.580
H -2.201 0.435 -1.998
H -0.176 0.477 2.627
C 0.630 0.017 -0.310
N 0.559 -0.295 -1.530

Atomic forces in eV per Å
C -1.6 -2.4 -0.2
H -0.5 1.1 0.7
O 0.2 0.6 -2.3
N -0.9 0.4 0.4
H -1.7 1.4 1.6
H 1.6 1.3 -0.1
C 0.3 -0.8 0.6
H 0.5 -0.8 0.8
H -0.8 0.2 1.3
H 0.6 -0.1 -1.5
C 0.9 -0.3 -0.9
N 1.3 -0.8 -0.6

---

10.
Molecular formula: C3H6N2O
Method: DFT, the ωB97M-V functional and the def2-TZVPD basis

Charge: 0
Multiplicity: 1
Energy above the lowest of the compared OMol25 structures with the same formula, charge and spin (kcal/mol): 112.0
Frontier orbital gap (eV): 8.604
HOMO level (eV): -8.71
Strongest force on any atom (eV Å⁻¹): 0.7

CARTESIAN COORDINATES (ANGSTROEM)
C -0.488 0.243 1.073
N 0.494 -0.890 -1.031
H 0.068 0.552 1.963
H 1.170 -1.030 -1.778
H -1.203 -0.537 1.355
O 2.091 0.019 0.494
H 0.816 -1.526 0.978
H -1.563 1.659 -1.396
H -1.040 1.136 0.761
C 1.039 -0.599 0.428
N -1.006 0.893 -1.736
C -0.333 0.098 -1.121

Atomic forces in eV per Å
C -0.1 0.1 0.2
N -0.1 0.3 0.0
H -0.1 -0.1 -0.1
H 0.0 0.0 0.0
H 0.1 0.1 -0.1
O -0.2 -0.1 0.0
H 0.1 0.1 0.0
H 0.0 -0.1 0.0
H 0.2 -0.1 0.0
C 0.0 -0.1 0.1
N 0.3 -0.4 0.4
C -0.2 0.2 -0.4